--- i ---
Formula: C3H5N2O3
Source: the OMol25 dataset
Level of theory: ωB97M-V/def2-TZVPD

The geometry in XYZ format:
```
13
C3H5N2O3 ωB97M-V/def2-TZVPD
N -1.5423 -1.3666 0.8507
C -1.5847 0.0895 0.7220
C -0.2850 0.8466 0.7963
O -0.2328 1.7793 1.6092
N 0.7600 0.5718 0.0173
C 0.9735 -0.3504 -1.1380
O 0.2372 -1.3478 -1.2144
O 1.8813 0.0751 -1.8759
H -0.7386 -1.6032 1.4074
H -1.3782 -1.7771 -0.0554
H -2.1475 0.4699 1.5551
H -2.0600 0.3656 -0.2323
H 1.5597 1.1516 0.2030
```

As for the multiplicity: 1. The structure (SMILES) is NCC(=O)NC(=O)[O-]. Its molecular weight is 117.084 Da. The total charge is -1.

Charges in e, computed with natural (NBO), in the same order as the atoms: number 1, N, carries -0.8426; number 2, C, carries -0.3060; number 3, C, carries 0.6461; number 4, O, carries -0.6923; number 5, N, carries -0.6825; number 6, C, carries 0.8819; number 7, O, carries -0.7818; number 8, O, carries -0.7598; number 9, H, carries 0.3448; number 10, H, carries 0.3962; number 11, H, carries 0.1975; number 12, H, carries 0.2014; number 13, H, carries 0.3972

--- ii ---
Formula: C3H5N2O3
Source: the OMol25 dataset
Level of theory: ωB97M-V/def2-TZVPD

The geometry in XYZ format:
```
13
C3H5N2O3 ωB97M-V/def2-TZVPD
C -0.3459 -0.5115 0.0711
C 1.7917 0.6544 -0.0512
C 1.1906 -0.6991 -0.0628
N -3.0453 1.3344 -0.1285
N -3.0845 0.2398 0.1538
O -0.8264 -0.1972 1.2339
O -0.9814 -0.5809 -0.9737
O -3.3817 -0.8675 0.4678
H 0.9081 1.2679 -0.0676
H 2.4203 0.9173 -0.9496
H 2.4965 0.9434 0.7089
H 1.5432 -1.4293 0.6791
H 1.3148 -1.0717 -1.0812
```

As for the multiplicity: 1. Its molecular weight is 117.084 Da. The total charge is -1.

Charges in e, computed with natural (NBO), in the same order as the atoms: number 1, C, carries 0.7604; number 2, C, carries -0.6036; number 3, C, carries -0.5241; number 4, N, carries -0.1316; number 5, N, carries 0.4717; number 6, O, carries -0.8299; number 7, O, carries -0.7704; number 8, O, carries -0.3618; number 9, H, carries 0.2301; number 10, H, carries 0.1743; number 11, H, carries 0.1898; number 12, H, carries 0.1946; number 13, H, carries 0.2004

It is ii that is the least stable of them.

--- i ---
Formula: C5H7NO3
Source: the OMol25 dataset
Level of theory: ωB97M-V/def2-TZVPD

The geometry in XYZ format:
```
16
C5H7NO3 ωB97M-V/def2-TZVPD
C -2.0470 -0.0732 -1.8577
C -1.3519 -0.1596 -0.4612
C -1.6400 -1.2657 0.1697
O -1.7495 -2.3133 0.6144
C -0.3069 0.6910 0.0803
O 0.4355 1.3404 -0.6361
O -0.3082 0.8127 1.4682
H -1.4761 0.3562 -2.5872
H -2.9250 0.5195 -1.6528
H -2.6211 -1.0107 -2.1525
H 0.6406 1.0888 1.5883
C 2.7119 -0.3975 1.1622
N 2.2857 0.7479 1.4117
H 3.1158 -0.8328 0.1606
H 2.9490 -0.8889 2.0964
H 2.2871 1.3851 0.5957
```

As for the multiplicity: 1. The structure (SMILES) is CC(=C=O)C(=O)O.C=N. Its molecular weight is 129.115 Da. The total charge is 0.

Charges in e, computed with natural (NBO), in the same order as the atoms: number 1, C, carries -0.5794; number 2, C, carries -0.4483; number 3, C, carries 0.7815; number 4, O, carries -0.4225; number 5, C, carries 0.7768; number 6, O, carries -0.6255; number 7, O, carries -0.6981; number 8, H, carries 0.2335; number 9, H, carries 0.2189; number 10, H, carries 0.2222; number 11, H, carries 0.5048; number 12, C, carries -0.0140; number 13, N, carries -0.6607; number 14, H, carries 0.1653; number 15, H, carries 0.1709; number 16, H, carries 0.3746

--- ii ---
Formula: C5H7NO3
Source: the OMol25 dataset
Level of theory: ωB97M-V/def2-TZVPD

The geometry in XYZ format:
```
16
C5H7NO3 ωB97M-V/def2-TZVPD
O 0.3072 -0.1868 2.6503
C 1.2200 0.3488 2.0050
O 2.4120 0.7525 2.5706
C 1.0296 0.5886 0.5414
O 1.8608 1.3384 0.0093
N 0.0315 0.0096 -0.2807
C -0.3887 0.3777 -1.6213
C -1.5434 -0.6180 -1.3523
C -1.0163 -0.9379 0.0289
H 2.9290 1.2153 1.8793
H -0.6940 1.4054 -1.6644
H 0.3029 0.0836 -2.4333
H -2.5813 -0.1880 -1.3615
H -1.6010 -1.5407 -1.9946
H -1.6585 -0.6867 0.8739
H -0.6099 -1.9618 0.1496
```

As for the multiplicity: 1. The structure (SMILES) is O=C(O)C(=O)N1CCC1. Its molecular weight is 129.115 Da. The total charge is 0.

Charges in e, computed with natural (NBO), in the same order as the atoms: number 1, O, carries -0.5407; number 2, C, carries 0.6977; number 3, O, carries -0.6508; number 4, C, carries 0.5515; number 5, O, carries -0.6105; number 6, N, carries -0.3973; number 7, C, carries -0.1982; number 8, C, carries -0.4114; number 9, C, carries -0.2017; number 10, H, carries 0.5146; number 11, H, carries 0.2043; number 12, H, carries 0.2060; number 13, H, carries 0.2160; number 14, H, carries 0.2139; number 15, H, carries 0.2134; number 16, H, carries 0.1932

--- iii ---
Formula: C5H7NO3
Source: the OMol25 dataset
Level of theory: ωB97M-V/def2-TZVPD

The geometry in XYZ format:
```
16
C5H7NO3 ωB97M-V/def2-TZVPD
C 1.8929 0.7443 -1.1830
C 1.5523 0.5771 0.0870
C 0.2223 0.0531 0.7364
O -0.0141 0.1574 2.0909
C 0.1964 -1.2389 0.0237
O 0.6141 -2.3551 -0.1384
C -0.9641 -0.3053 -0.2129
N -2.2085 -0.6165 0.4043
O -1.0947 0.3920 -1.4028
H 2.7328 1.3633 -1.4520
H 1.4163 0.2018 -1.9810
H 2.1346 1.0911 0.8452
H -0.0822 1.0949 2.3190
H -2.0812 -1.2255 1.2040
H -2.7158 0.2187 0.6798
H -1.6012 -0.1524 -2.0202
```

As for the multiplicity: 1. The structure (SMILES) is C=C[C@]1(O)C(=O)[C@]1(N)O. Its molecular weight is 129.115 Da. The total charge is 0.

Charges in e, computed with natural (NBO), in the same order as the atoms: number 1, C, carries -0.3694; number 2, C, carries -0.2147; number 3, C, carries 0.0619; number 4, O, carries -0.6700; number 5, C, carries 0.5577; number 6, O, carries -0.4655; number 7, C, carries 0.2727; number 8, N, carries -0.8264; number 9, O, carries -0.6952; number 10, H, carries 0.2079; number 11, H, carries 0.2060; number 12, H, carries 0.2134; number 13, H, carries 0.4803; number 14, H, carries 0.3828; number 15, H, carries 0.3733; number 16, H, carries 0.4853

It is iii that is the least stable of them.

--- i ---
Formula: C5H7NO3
Source: the OMol25 dataset
Level of theory: ωB97M-V/def2-TZVPD

The geometry in XYZ format:
```
16
C5H7NO3 ωB97M-V/def2-TZVPD
C -1.9511 0.7010 -1.6538
C -1.4850 0.3336 -0.4325
C -2.3815 -0.1774 0.6296
O -2.1026 -0.9948 1.4775
C 0.1381 0.1218 0.0872
C 1.6233 0.0113 -0.4511
N 2.6145 -0.2784 0.2845
O 3.8103 -0.2883 -0.0917
O 2.2790 -0.7913 1.4928
H -3.0354 0.6340 -1.7540
H -1.1692 0.9783 -2.4511
H -3.2926 0.3031 0.5839
H 0.1421 -0.8236 0.6996
H 0.0625 0.8660 0.9766
H 1.7210 0.3312 -1.5168
H 3.0264 -0.9266 2.1191
```

As for the multiplicity: 1. The structure (SMILES) is C=C(C=O)C/C=[N+](/[O-])O. Its molecular weight is 129.115 Da. The total charge is 0.

Charges in e, computed with natural (NBO), in the same order as the atoms: number 1, C, carries -0.3618; number 2, C, carries -0.0668; number 3, C, carries 0.3833; number 4, O, carries -0.4953; number 5, C, carries -0.5212; number 6, C, carries -0.0085; number 7, N, carries 0.3498; number 8, O, carries -0.5189; number 9, O, carries -0.5539; number 10, H, carries 0.2162; number 11, H, carries 0.2322; number 12, H, carries 0.1135; number 13, H, carries 0.2686; number 14, H, carries 0.2318; number 15, H, carries 0.2209; number 16, H, carries 0.5102

--- ii ---
Formula: C5H7NO3
Source: the OMol25 dataset
Level of theory: ωB97M-V/def2-TZVPD

The geometry in XYZ format:
```
16
C5H7NO3 ωB97M-V/def2-TZVPD
N -1.3370 1.1497 0.1608
C -0.1707 0.9966 0.2097
C 1.2397 1.2369 -0.0226
C 2.0313 2.3697 0.6003
C 1.7983 2.3480 -0.8803
O 2.7299 1.7458 -1.7189
C 3.0771 0.5088 -1.1555
O 1.9588 0.0876 -0.3752
H 1.4570 3.1105 1.1557
H 3.0082 2.1232 1.0180
H 1.1831 3.0976 -1.3737
H 3.2639 -0.2241 -1.9483
H 3.9597 0.6094 -0.5020
O -1.1510 -0.0712 2.5995
H -1.8460 0.3675 1.9166
H -0.5439 0.6102 2.9250
```

As for the multiplicity: 1. The structure (SMILES) is N#C[C@]12C[C@H]1OCO2.O. Its molecular weight is 129.115 Da. The total charge is 0.

Charges in e, computed with natural (NBO), in the same order as the atoms: number 1, N, carries -0.3451; number 2, C, carries 0.3271; number 3, C, carries 0.0956; number 4, C, carries -0.4583; number 5, C, carries 0.0961; number 6, O, carries -0.4878; number 7, C, carries 0.2187; number 8, O, carries -0.4836; number 9, H, carries 0.2450; number 10, H, carries 0.2404; number 11, H, carries 0.2284; number 12, H, carries 0.1887; number 13, H, carries 0.1417; number 14, O, carries -0.9690; number 15, H, carries 0.4999; number 16, H, carries 0.4622

It is i that is the least stable of them.

--- i ---
Formula: CH7N2O
Source: the OMol25 dataset
Level of theory: ωB97M-V/def2-TZVPD

The geometry in XYZ format:
```
11
CH7N2O ωB97M-V/def2-TZVPD
N 0.4111 -0.5059 2.0823
H -0.4398 -0.0093 1.8402
H 0.6449 -0.9704 1.2069
H 1.0384 0.2617 2.3324
N -0.3387 0.9813 -0.5427
C -0.3615 -0.3730 -1.2237
O 0.6655 -1.1616 -0.9133
H -0.4582 1.6963 -1.2563
H 0.6568 1.1174 -0.3401
H -0.5120 -0.1706 -2.3162
H -1.3064 -0.8659 -0.8696
```

As for the multiplicity: 1. Its molecular weight is 63.080 Da. The total charge is -1.

Charges in e, computed with natural (NBO), in the same order as the atoms: number 1, N, carries -1.1281; number 2, H, carries 0.3589; number 3, H, carries 0.4154; number 4, H, carries 0.3313; number 5, N, carries -0.9218; number 6, C, carries 0.1391; number 7, O, carries -0.9485; number 8, H, carries 0.3152; number 9, H, carries 0.3414; number 10, H, carries 0.0400; number 11, H, carries 0.0570

--- ii ---
Formula: CH7N2O
Source: the OMol25 dataset
Level of theory: ωB97M-V/def2-TZVPD

The geometry in XYZ format:
```
11
CH7N2O ωB97M-V/def2-TZVPD
O 0.3383 -1.7698 -0.9258
H -0.4466 -2.3157 -0.7730
N -0.1654 1.1401 -0.8679
C -0.5065 0.9052 0.5555
N 0.2902 -0.0415 1.3035
H 0.1291 0.2146 -1.2097
H 0.5158 1.8814 -0.9899
H -1.4707 0.4044 0.4145
H -0.7749 1.8254 1.0894
H 0.1270 -0.9284 0.8045
H 1.2634 0.2132 1.2593
```

As for the multiplicity: 1. Its molecular weight is 63.080 Da. The total charge is -1.

Charges in e, computed with natural (NBO), in the same order as the atoms: number 1, O, carries -1.3333; number 2, H, carries 0.3977; number 3, N, carries -0.9158; number 4, C, carries -0.0591; number 5, N, carries -0.8999; number 6, H, carries 0.4335; number 7, H, carries 0.3201; number 8, H, carries 0.1602; number 9, H, carries 0.1401; number 10, H, carries 0.4276; number 11, H, carries 0.3289

--- iii ---
Formula: CH7N2O
Source: the OMol25 dataset
Level of theory: ωB97M-V/def2-TZVPD

The geometry in XYZ format:
```
11
CH7N2O ωB97M-V/def2-TZVPD
O 1.7882 0.5221 1.9450
H 1.3882 -0.1824 2.4744
N 0.1886 -0.9036 0.2012
C -0.7268 -0.5371 -0.8121
N -1.1048 0.9382 -0.9154
H 1.0918 -1.0302 -0.2755
H 1.3507 0.2277 1.1141
H -0.3764 -0.7548 -1.8385
H -1.7263 -0.9782 -0.6808
H -1.5353 1.1632 -0.0299
H -0.3379 1.5352 -1.1823
```

As for the multiplicity: 1. Its molecular weight is 63.080 Da. The total charge is -1.

Charges in e, computed with natural (NBO), in the same order as the atoms: number 1, O, carries -1.0227; number 2, H, carries 0.4579; number 3, N, carries -1.1319; number 4, C, carries -0.0473; number 5, N, carries -0.9366; number 6, H, carries 0.2850; number 7, H, carries 0.5006; number 8, H, carries 0.1100; number 9, H, carries 0.1128; number 10, H, carries 0.3388; number 11, H, carries 0.3331

It is iii that is the least stable of them.